1.
Formula: C5H8N2O
Source: the OMol25 dataset
Level of theory: wB97M-V/def2-TZVPD

Element x y z (Å)
C1 0.6662 -0.3629 0.2937
C2 1.3410 0.7733 1.0598
C3 1.2104 -0.5085 -1.1299
C4 -0.8136 -0.2016 0.2651
C5 -2.6875 -0.1574 -0.4785
O1 -1.4280 0.5682 1.1463
N1 -2.5147 0.9308 0.2676
N2 -1.6391 -0.9797 -0.4615
H1 0.8421 -1.3092 0.8234
H2 -3.5562 -0.2884 -1.1003
H3 1.1225 0.4389 -1.6670
H4 0.9679 0.8364 2.0761
H5 1.1519 1.7219 0.5681
H6 2.4115 0.6032 1.1038
H7 2.2640 -0.7872 -1.0900
H8 0.6616 -1.2778 -1.6767

The value obtained for the molar mass is 112.132 g mol⁻¹. The calculation puts the largest force on an atom at 5.02 eV/A. For the HOMO energy, the calculation gives -9.5 eV. For the total energy, the calculation gives -379.98079 Eh.

natural (NBO) atomic charge list, values in e, 2 entries: atom 1 (C): -0.306, atom 2 (C): -0.599

2.
Formula: C5H8N2O
Source: the OMol25 dataset
Level of theory: wB97M-V/def2-TZVPD

Element x y z (Å)
C1 -1.6112 -0.0992 0.6794
C2 -0.3232 -0.2917 -0.0270
C3 0.3534 -1.5428 0.0618
C4 1.6746 -1.2079 -0.1238
C5 0.6043 0.7178 -0.0099
H1 -2.4464 -1.0826 -1.0584
H2 -1.8862 0.3708 -1.0385
H3 -1.7691 -0.9408 1.3473
H4 -1.6397 0.9283 1.2779
H5 0.0796 -2.4998 0.3256
H6 2.4550 -1.8384 -0.3416
H7 2.6057 0.8563 -0.5815
H8 -0.8583 2.2696 -0.6665
N1 -2.6936 -0.1721 -0.4741
N2 2.0264 0.1548 0.0122
O1 0.4927 2.0751 0.0607

The value obtained for the molar mass is 112.132 g mol⁻¹. The calculation puts the largest force on an atom at 6.08 eV/A. For the HOMO energy, the calculation gives -7.7 eV. For the total energy, the calculation gives -379.83813 Eh.

natural (NBO) atomic charge list, values in e, 2 entries: atom 1 (C): -0.240, atom 2 (C): -0.286

3.
Formula: C5H8N2O
Source: the OMol25 dataset
Level of theory: wB97M-V/def2-TZVPD

Element x y z (Å)
C1 -0.9831 0.2238 -0.6541
C2 0.3334 0.0377 -1.5961
C3 1.0427 0.3556 -0.3836
C4 -0.1437 1.2427 0.2138
C5 0.5147 -0.7912 0.5827
H1 -1.6894 -2.1107 1.1613
H2 -2.0104 0.5316 -0.8916
H3 0.0926 0.9170 -2.1805
H4 0.6124 -0.8053 -2.0591
H5 2.0117 0.8530 -0.6059
H6 -0.1772 2.3932 -0.1644
H7 -0.2489 1.2706 1.2752
H8 1.9623 -0.9241 1.9510
N1 -0.7571 -0.9926 0.1728
N2 0.9048 -1.1416 1.8491
O1 -1.4648 -1.0596 1.3294

The value obtained for the molar mass is 112.132 g mol⁻¹. The calculation puts the largest force on an atom at 7.39 eV/A. For the HOMO energy, the calculation gives -9.0 eV. For the total energy, the calculation gives -379.85861 Eh.

natural (NBO) atomic charge list, values in e, 2 entries: atom 1 (C): -0.045, atom 2 (C): -0.395

4.
Formula: C5H8N2O
Source: the OMol25 dataset
Level of theory: wB97M-V/def2-TZVPD

Element x y z (Å)
H1 -0.7046 2.6573 0.1060
N1 -0.6663 2.1315 0.9691
C1 -0.3237 0.9315 0.6740
C2 -0.1516 -0.0591 1.8057
O1 0.0920 -1.2526 1.6910
N2 -0.0445 0.4258 -0.6165
C3 -0.7889 -0.6922 -1.2024
C4 0.4783 -1.0552 -1.9704
C5 1.2931 -0.1557 -0.9870
H2 -0.3173 0.3747 2.8224
H3 -1.1521 -1.4197 -0.4768
H4 -1.6542 -0.4389 -1.8126
H5 0.4646 -0.6524 -2.9972
H6 0.6946 -2.1253 -2.0194
H7 2.0497 0.6163 -1.3450
H8 1.8154 -0.7083 -0.1933

The value obtained for the molar mass is 112.132 g mol⁻¹. Its SMILES is [H]/N=C(/C=O)N1CCC1. The calculation puts the largest force on an atom at 1.87 eV/A. For the HOMO energy, the calculation gives -9.0 eV. For the total energy, the calculation gives -379.99821 Eh.

natural (NBO) atomic charge list, values in e, 2 entries: atom 1 (H): 0.352, atom 2 (N): -0.538

5.
Formula: C5H8N2O
Source: the OMol25 dataset
Level of theory: wB97M-V/def2-TZVPD

Element x y z (Å)
C1 1.0788 -0.3823 0.0168
C2 0.4278 0.9928 -0.3198
C3 -0.7437 0.6485 -1.2985
C4 -0.3727 -1.0471 0.3997
C5 -0.9863 0.0171 1.3071
H1 1.2298 1.8871 -0.1623
H2 -1.7765 1.2027 -1.2076
H3 -0.3849 0.5589 -2.3629
H4 0.0366 -1.4314 -1.6005
H5 -0.0542 -2.1595 0.7573
H6 -0.7117 0.2298 2.2987
H7 -2.1483 0.2271 1.0736
H8 0.2013 1.9898 1.4480
N1 -0.9996 -0.9478 -1.0146
N2 -0.4949 1.3113 0.7779
O1 2.2057 -0.8029 0.0977

The value obtained for the molar mass is 112.132 g mol⁻¹. The calculation puts the largest force on an atom at 6.11 eV/A. For the HOMO energy, the calculation gives -8.6 eV. For the total energy, the calculation gives -379.86992 Eh.

natural (NBO) atomic charge list, values in e, 2 entries: atom 1 (C): 0.581, atom 2 (C): -0.231

6.
Formula: C5H8N2O
Source: the OMol25 dataset
Level of theory: wB97M-V/def2-TZVPD

Element x y z (Å)
C1 -2.4384 -0.5621 0.0657
C2 -0.9585 -0.2444 -0.2788
N1 -0.0239 -1.1510 -0.5131
N2 1.1198 -0.4671 -0.7625
C3 2.3057 -0.7996 0.0296
C4 1.3583 0.3849 0.4309
C5 0.6051 1.6988 -0.1694
O1 -0.7320 1.0438 -0.3978
H1 -2.6261 -1.6108 0.0704
H2 -2.8849 -0.3007 1.1449
H3 -3.2103 -0.0713 -0.5582
H4 3.2773 -0.7603 -0.3832
H5 2.0434 -1.8993 0.5873
H6 0.9853 -0.0909 1.2623
H7 0.2627 2.4235 0.5642
H8 0.9167 2.4066 -1.0922

The value obtained for the molar mass is 112.132 g mol⁻¹. Its SMILES is CC1=NN2C[C@H]2CO1. The calculation puts the largest force on an atom at 4.59 eV/A. For the HOMO energy, the calculation gives -8.5 eV. For the total energy, the calculation gives -379.85706 Eh.

natural (NBO) atomic charge list, values in e, 2 entries: atom 1 (C): -0.672, atom 2 (C): 0.534

7.
Formula: C5H8N2O
Source: the OMol25 dataset
Level of theory: wB97M-V/def2-TZVPD

Element x y z (Å)
C1 0.9493 -0.0865 1.5328
C2 -1.3162 1.0612 -0.1981
C3 -0.3956 -0.1985 -0.6440
C4 0.1810 -0.9118 0.5353
N1 -0.1523 1.7475 -0.8207
C5 -0.4663 -0.8023 -1.8420
N2 -0.0485 -2.1527 0.6154
O1 -1.7705 1.4002 0.8531
H1 0.0111 1.7476 -1.8169
H2 0.2394 2.5751 -0.3715
H3 0.4141 -2.5897 1.4120
H4 1.7277 0.4959 1.0371
H5 1.4174 -0.7281 2.2780
H6 0.2788 0.5943 2.0604
H7 -0.9069 -0.3193 -2.7018
H8 -0.1625 -1.8329 -1.9289

The value obtained for the molar mass is 112.132 g mol⁻¹. The calculation puts the largest force on an atom at 6.34 eV/A. For the HOMO energy, the calculation gives -8.3 eV. For the total energy, the calculation gives -379.94733 Eh.

natural (NBO) atomic charge list, values in e, 2 entries: atom 1 (C): -0.688, atom 2 (C): 0.660

8.
Formula: C5H8N2O
Source: the OMol25 dataset
Level of theory: wB97M-V/def2-TZVPD

Element x y z (Å)
C1 -1.6444 -1.0525 1.0589
C2 -0.9285 -0.2582 0.2806
C3 -0.4384 -0.4495 -1.0511
C4 0.8988 -0.3741 -1.3579
N1 1.8978 -0.8940 -0.5212
C5 -0.5916 1.2881 0.9213
N2 0.3733 1.8621 0.2362
O1 -1.1631 1.5841 1.9415
H1 -2.0093 -2.0067 0.7069
H2 -1.9739 -0.7004 2.0253
H3 -1.1388 -0.2335 -1.8496
H4 1.1637 -0.4570 -2.4074
H5 1.9062 -1.8611 -0.2315
H6 2.1071 -0.3668 0.3164
H7 0.7193 2.7491 0.5670
H8 0.8216 1.1705 -0.6354

The value obtained for the molar mass is 112.132 g mol⁻¹. Its SMILES is C=C(/C=C\N)C(N)=O. The calculation puts the largest force on an atom at 4.18 eV/A. For the HOMO energy, the calculation gives -9.1 eV. For the total energy, the calculation gives -379.98484 Eh.

natural (NBO) atomic charge list, values in e, 2 entries: atom 1 (C): -0.343, atom 2 (C): -0.176